Record 1
117
Properties=species:S:1:pos:R:3:forces:R:3:mulliken_charge:R:1 method="wB97M-V/def2-TZVPD" fmax_ev_per_a=3.340 orbital_gap_ev="2.765 / 8.616" s_squared=0.7520 charge=-2 mol_weight_g_mol=844.789 spin_multiplicity=2 e_lumo_ev="3.95 / 3.91"
As 0.3152 -0.5566 -1.0603 0.8 0.7 0.4 1.905
F 0.8072 1.1579 -1.4363 0.2 1.5 -0.2 -0.457
F -1.3104 -0.2194 -1.7317 -2.1 0.3 -0.9 -0.527
F -0.1811 -2.2546 -0.6109 -0.5 -1.9 0.4 -0.419
F 1.9640 -0.7726 -0.3638 1.5 -0.5 0.8 -0.584
F -0.3025 -0.0675 0.5803 -0.5 0.6 1.5 -0.615
F 0.9100 -1.1108 -2.6593 0.5 -0.5 -1.6 -0.328
C 0.8873 -1.7678 3.1160 2.0 1.9 0.1 0.271
O 1.3906 -0.8943 3.8130 0.3 0.2 0.2 -0.744
N -0.1844 -2.4322 3.4867 -1.7 -0.5 1.1 0.465
C -0.6392 -2.3996 4.8724 0.8 0.8 0.4 -1.046
C -0.7051 -3.4973 2.7118 0.5 -0.9 -0.9 -1.070
H 1.3834 -1.9975 2.1603 -0.7 -0.3 -0.2 0.349
H -0.4953 -3.3780 5.3307 -0.2 -0.2 0.0 0.299
H -1.6378 -2.0191 5.0868 -0.5 -0.4 -0.8 0.214
H -0.0460 -1.6778 5.4337 0.5 -0.2 -0.2 0.393
H -1.7823 -3.4135 2.5679 0.2 -0.5 0.2 0.373
H -0.2226 -3.5444 1.7355 -0.2 0.6 -0.3 -0.041
H -0.3460 -4.4269 3.1534 -0.8 -0.5 0.3 0.362
C -2.8993 -3.9330 0.0052 0.3 -1.3 1.0 0.238
O -2.9840 -4.6768 1.0148 -0.9 1.4 -2.2 -0.721
N -3.8460 -3.5499 -0.9055 1.2 1.8 -1.3 0.195
C -3.4665 -2.5104 -1.8905 0.1 0.5 0.2 -0.544
C -5.2517 -3.7744 -0.9181 0.0 -2.0 2.0 -1.177
H -1.9188 -3.5438 -0.3102 0.0 0.2 0.2 0.304
H -2.4020 -2.3032 -2.0005 0.0 -0.4 0.3 -0.092
H -3.9074 -1.5619 -1.5838 0.0 0.2 0.2 0.126
H -3.8915 -2.6617 -2.8827 0.0 -0.7 0.0 0.366
H -5.3570 -4.3114 0.0246 -0.8 -0.3 0.1 0.406
H -5.9250 -2.9196 -0.8544 0.4 0.3 -0.4 0.358
H -5.5152 -4.4808 -1.7052 -0.2 0.3 -0.3 0.309
C 3.9924 2.6208 3.0652 2.8 0.8 1.4 0.096
O 4.8422 3.1542 3.8252 -1.8 -0.9 -0.4 -0.702
N 3.9257 2.9985 1.8018 -1.0 -2.1 -2.4 0.241
C 3.1327 2.2380 0.7953 -0.4 0.8 0.3 -0.361
C 4.7163 4.0230 1.2518 0.9 2.9 0.5 -1.035
H 3.3700 1.7502 3.3235 -0.1 0.3 0.1 0.376
H 2.4199 2.9673 0.4104 0.0 -0.3 -0.4 -0.327
H 2.5433 1.4244 1.2181 0.4 0.0 0.1 0.093
H 3.7129 1.8694 -0.0506 0.3 -0.1 0.3 0.485
H 4.3663 4.4196 0.2988 -0.6 -0.3 0.1 0.294
H 4.7387 4.8450 1.9672 -0.6 0.4 0.1 0.377
H 5.7985 4.0089 1.1219 0.3 -1.7 0.0 0.393
C -4.9071 -0.0104 3.3464 0.6 0.0 -0.4 0.093
O -6.0866 0.2885 3.4896 0.5 -0.3 0.2 -0.642
N -4.2984 -0.3100 2.1700 -1.5 0.6 1.7 0.185
C -2.8507 -0.6051 2.0612 -0.8 -0.4 -1.0 0.018
C -5.2284 -0.5136 1.0664 1.6 0.5 -2.0 -0.805
H -4.1677 -0.0793 4.1592 -0.2 0.3 0.4 0.348
H -2.7334 -1.6888 2.0685 0.2 0.0 -0.4 0.065
H -2.1587 -0.2122 2.8061 -0.8 0.3 0.5 0.071
H -2.5008 -0.1663 1.1268 0.2 -0.4 -0.1 -0.199
H -5.1434 -1.5366 0.7000 -0.3 -0.1 0.2 0.236
H -6.2503 -0.1356 1.0958 0.1 -0.5 1.3 0.393
H -4.8700 0.1086 0.2463 0.5 -0.1 -0.4 0.099
C 2.8938 4.4307 -3.2484 2.4 0.7 -0.3 0.243
O 3.9440 4.6608 -3.8892 -2.1 -0.6 1.0 -0.683
N 1.7992 5.1919 -3.2823 -1.9 2.5 -0.3 0.138
C 0.5530 4.9271 -2.5457 0.4 -1.6 -0.9 -0.637
C 1.6508 6.4095 -4.0842 1.0 1.0 -0.4 -1.090
H 2.7941 3.6701 -2.4586 0.2 -0.4 -0.4 0.304
H 0.6954 3.9946 -1.9995 -0.1 0.1 0.5 -0.086
H -0.1952 4.6687 -3.2950 -0.3 0.1 -0.1 0.393
H 0.1306 5.7316 -1.9437 0.7 0.2 0.1 0.285
H 0.9803 6.3669 -4.9425 -0.2 -0.7 0.1 0.340
H 1.3409 7.2888 -3.5196 -0.7 -0.4 0.8 0.360
H 2.5580 6.8660 -4.4801 0.6 -1.1 -0.1 0.360
C -2.7934 4.9656 -1.1995 -2.8 0.2 -1.0 0.579
O -3.4779 5.9895 -1.1861 0.9 0.0 0.3 -0.701
N -3.3371 3.7973 -1.6621 -0.5 -0.6 -0.5 0.233
C -2.5313 2.5951 -1.7714 -0.1 0.2 -0.2 -0.391
C -4.7213 3.6351 -2.2277 0.4 2.4 1.0 -1.044
H -1.7449 4.9577 -0.8634 -0.2 -0.5 -0.1 -0.080
H -2.8085 1.9174 -0.9640 0.7 -0.2 0.0 -0.055
H -1.4893 2.9081 -1.8372 0.1 -0.6 0.6 -0.266
H -2.7468 2.0879 -2.7119 0.0 0.0 0.0 0.508
H -4.7267 3.7187 -3.3145 0.3 -0.8 -0.1 0.345
H -5.3401 2.8463 -1.8000 0.8 -0.7 -0.2 0.282
H -5.3168 4.5073 -1.9580 0.3 0.4 0.3 0.404
C 2.3508 -3.2002 -4.4037 -1.1 -0.3 0.2 0.138
O 3.1199 -3.2966 -5.3348 0.9 -0.3 -0.4 -0.645
N 1.9166 -4.2530 -3.6409 1.5 -0.7 0.2 0.288
C 0.7942 -4.1217 -2.7374 -0.6 -0.2 0.6 -1.169
C 2.4667 -5.6464 -3.8099 -1.2 1.2 -1.7 -1.114
H 1.8522 -2.2498 -4.1582 0.0 -0.2 0.3 0.321
H 1.0381 -3.9720 -1.6856 0.4 0.4 -0.1 0.219
H 0.1951 -5.0311 -2.6916 0.1 -0.4 -0.5 0.316
H 0.0942 -3.3382 -3.0276 0.5 0.2 0.0 0.383
H 1.6079 -6.0824 -4.3202 -0.2 -1.2 0.7 0.487
H 3.1945 -5.7776 -4.6106 0.4 1.0 0.2 0.341
H 2.8594 -6.1734 -2.9403 -0.6 0.4 0.3 0.222
C 3.1963 -4.7951 0.4290 -0.1 -1.5 -0.3 -0.351
C 3.9169 -4.8183 1.7757 0.3 -1.7 -0.4 -0.575
C 5.3948 -4.7642 1.2776 -1.7 0.9 1.4 -0.542
O 5.2975 -3.7886 0.2574 0.7 -0.3 -0.3 -0.481
C 3.9896 -3.8201 -0.3553 -0.1 1.0 0.1 0.232
H 2.1074 -4.7478 0.4240 0.0 0.9 0.2 0.322
H 3.3471 -5.7432 -0.0871 0.2 -0.7 0.4 0.144
H 3.6514 -5.8086 2.1458 0.3 0.1 0.8 0.354
H 3.6645 -4.0448 2.5010 0.0 0.1 -0.3 0.190
H 5.7492 -5.7697 1.0508 0.0 -0.1 -0.9 0.262
H 6.0760 -4.4072 2.0501 0.0 0.3 0.0 0.354
H 4.1517 -4.0842 -1.4003 -0.4 0.3 -0.1 0.196
H 3.4394 -2.8959 -0.1790 0.8 0.8 -0.7 -0.124
C 0.4675 4.2717 1.5096 1.2 0.0 0.6 0.576
C 0.2223 2.7951 1.7826 -0.6 -0.3 -0.9 1.124
C -1.1991 2.9200 2.2337 0.2 -1.1 -0.5 0.281
O -1.1943 4.0594 3.0710 -0.5 0.6 1.2 -0.502
C -0.0846 4.9141 2.7635 0.0 -0.1 -0.7 -0.730
H -0.1589 4.7208 0.7389 0.3 -0.7 -0.7 -0.613
H 1.5345 4.4112 1.3363 -0.1 0.7 -0.1 0.344
H 0.7923 2.3391 2.5921 0.4 0.5 0.2 -0.151
H 0.3785 2.1276 0.9352 -0.4 0.2 -0.1 -0.858
H -1.5450 2.0040 2.7127 -0.1 0.3 0.6 -0.004
H -1.8341 3.0325 1.3549 -0.3 0.4 -0.1 0.006
H 0.6794 5.0225 3.5335 -0.2 -0.5 0.5 0.308
H -0.4452 5.9196 2.5468 -0.3 0.1 0.1 0.346

Record 2
101
Properties=species:S:1:pos:R:3:forces:R:3:mulliken_charge:R:1 method="wB97M-V/def2-TZVPD" fmax_ev_per_a=3.885 orbital_gap_ev=7.653 charge=+3 mol_weight_g_mol=518.871 relative_energy_kcal_mol=77.8 e_lumo_ev=-5.53
F -0.7232 -0.3141 -1.0453 0.2 -0.1 0.1 -0.962
C -2.5842 5.1556 -8.3514 -0.1 0.5 -0.5 -1.027
C -1.2507 4.7004 -7.7592 -0.5 0.8 0.4 -0.515
N -1.5180 3.6728 -6.7317 0.5 -3.7 1.2 0.218
C -1.9553 3.7666 -5.4181 -0.6 -0.5 0.5 -0.348
C -2.1141 2.4845 -4.8540 1.0 1.4 -1.6 -0.435
N -1.6983 1.5985 -5.8423 0.4 2.6 -0.7 0.066
C -1.3384 2.3375 -6.9171 -0.6 0.4 -0.2 -0.224
C -1.5932 0.1511 -5.9173 0.1 -0.4 0.1 -0.823
H -3.2815 5.4294 -7.5597 -0.1 -0.3 0.0 0.329
H -3.0274 4.4464 -9.0505 0.0 -0.5 0.5 0.319
H -2.5300 6.0424 -8.9830 0.6 0.2 0.2 0.373
H -0.7286 5.4923 -7.2222 -0.2 0.2 -0.1 0.331
H -0.5289 4.3487 -8.4964 -0.2 -0.4 0.1 0.337
H -2.1420 4.7497 -5.0118 -0.1 -0.2 0.2 0.467
H -2.3639 2.1469 -3.8590 -0.1 0.2 -0.1 0.506
H -1.0371 1.9010 -7.8578 0.1 0.0 0.1 0.408
H -1.7586 -0.3661 -4.9722 -0.3 0.5 0.0 0.354
H -0.5616 -0.0684 -6.1925 -0.2 -0.2 -0.3 0.318
H -2.3228 -0.1324 -6.6759 0.3 -0.6 0.1 0.344
C -1.8029 4.0371 4.9920 1.1 -0.2 -0.1 -1.152
C -1.2697 2.7233 4.4463 -0.8 -0.1 -0.4 -0.479
C -0.8278 2.9191 2.9886 1.3 -0.2 -0.5 -0.618
C 0.2310 4.0662 2.8076 -0.6 0.9 -1.4 -0.838
N 0.9548 4.1788 1.4039 0.1 -1.6 0.7 0.145
C 1.7215 5.4994 1.1934 -0.7 -0.5 0.1 -0.470
C 0.6626 6.5078 0.7727 0.2 -0.6 0.5 -0.723
C -0.2782 5.6742 -0.1216 -0.5 -0.3 0.1 -0.513
C 0.0135 4.1654 0.1776 0.2 0.6 0.7 -0.514
C 1.8843 2.9469 1.3274 -0.4 0.6 -1.4 -1.152
H -2.1622 3.8774 6.0086 0.1 0.6 -0.1 0.398
H -2.5764 4.4418 4.3393 -0.2 -0.1 0.2 0.307
H -0.9482 4.7077 4.9040 -0.3 0.6 0.9 0.272
H -2.1262 2.0539 4.5266 0.1 -0.5 -0.6 0.271
H -0.5098 2.2288 5.0513 0.3 0.5 0.1 0.372
H -1.6988 3.1645 2.3809 0.0 0.1 0.0 0.335
H -0.4092 2.0022 2.5736 -0.1 -0.2 0.1 0.382
H 1.0967 4.0980 3.4693 -0.4 -0.2 0.4 0.304
H -0.3377 4.9950 2.8522 0.3 0.2 0.3 0.547
H 2.3561 5.2827 0.3341 0.4 0.1 0.3 0.421
H 2.2527 5.8122 2.0923 0.2 -0.4 -0.1 0.356
H 1.1406 7.3612 0.2917 -0.2 -0.1 -0.2 0.442
H 0.2043 6.8844 1.6872 -0.4 0.1 -0.2 0.314
H -0.1830 5.9588 -1.1695 0.3 -0.4 0.0 0.327
H -1.3320 5.8513 0.0934 0.1 0.2 0.2 0.339
H 0.5443 3.6047 -0.5917 -0.1 0.3 -0.1 0.394
H -0.8830 3.6072 0.4473 0.2 0.0 -0.1 0.212
H 2.5691 2.7658 2.1559 -0.3 0.7 0.2 0.320
H 2.4469 3.1257 0.4112 0.3 -0.2 0.1 0.491
H 1.3005 2.0444 1.1464 -0.3 0.2 0.1 0.500
C 0.5214 -2.8449 6.0105 -0.8 1.1 -0.2 -1.372
C 0.3550 -2.7531 4.4886 1.7 0.2 1.4 -0.527
C -0.9945 -3.2405 4.0814 0.7 -0.5 -1.2 -0.287
C -1.1150 -3.2064 2.5542 -1.3 1.3 1.9 -0.890
N -2.6109 -3.2754 2.2062 0.8 -1.9 -0.4 0.258
C -3.3044 -4.4503 2.9700 -1.0 1.0 -0.4 -0.627
C -4.4178 -4.8722 2.0175 0.6 -0.7 0.4 -0.626
C -3.6067 -4.9929 0.7570 0.3 0.0 -1.4 -0.572
C -2.6689 -3.7594 0.7066 -1.9 0.0 0.7 -0.345
C -3.4440 -1.9959 2.4721 1.3 -1.1 -0.6 -0.970
H 0.2381 -3.8255 6.3931 0.6 0.0 0.1 0.361
H -0.2024 -2.1441 6.4264 -0.1 0.0 0.4 0.327
H 1.4904 -2.4505 6.3164 0.1 -0.6 0.2 0.396
H 1.2221 -3.3009 4.1195 -0.4 -0.7 -0.7 0.324
H 0.6181 -1.7399 4.1847 -0.6 0.3 -0.1 0.367
H -1.7848 -2.6375 4.5285 0.1 -0.2 0.3 0.236
H -1.0328 -4.2853 4.3898 -0.5 0.1 0.4 0.316
H -0.5339 -4.0291 2.1376 -0.4 0.2 -0.4 0.421
H -0.7698 -2.2150 2.2608 0.1 -0.2 -0.7 0.410
H -3.7066 -4.1037 3.9220 0.5 0.1 0.1 0.295
H -2.6317 -5.3002 3.0851 0.2 0.4 0.1 0.399
H -5.2660 -4.1933 1.9292 0.2 0.1 0.1 0.289
H -4.8011 -5.8304 2.3684 -0.1 0.0 -0.2 0.388
H -4.1868 -5.0946 -0.1601 -0.2 0.3 0.0 0.386
H -2.9792 -5.8835 0.7230 0.0 -0.2 0.5 0.326
H -3.1384 -2.9301 0.1775 0.5 -0.1 -0.3 0.351
H -1.7108 -4.0774 0.2954 0.1 0.8 0.4 0.215
H -4.4606 -2.2581 2.1791 0.2 0.3 0.0 0.405
H -3.0007 -1.2175 1.8512 -0.2 0.0 0.0 0.394
H -3.3874 -1.7419 3.5306 0.0 -0.1 -0.2 0.337
C 4.8871 -2.9383 0.1790 -0.3 -0.7 -0.5 -0.972
N 4.9238 -4.0899 -0.7860 1.2 -0.2 -1.0 -0.061
C 6.3924 -4.6611 -0.8581 -1.5 0.1 -0.3 -0.856
C 4.0133 -5.1552 -0.2969 -0.8 -0.7 0.2 -0.830
C 4.5421 -3.6202 -2.2583 0.0 1.2 0.5 -0.500
C 3.3123 -2.6550 -2.4885 0.7 -1.1 1.5 -0.617
O 2.1395 -3.2734 -1.9790 0.4 0.2 -0.3 -0.496
H 5.5358 -2.1588 -0.2206 -0.3 0.1 0.2 0.348
H 5.2459 -3.2842 1.1484 0.1 0.0 -0.1 0.400
H 3.8275 -2.6962 0.2612 0.2 0.6 0.0 0.436
H 7.1137 -3.9054 -1.1692 -0.3 0.2 0.1 0.375
H 6.3329 -5.4406 -1.6177 0.2 0.0 0.2 0.407
H 6.6542 -5.0812 0.1131 -0.2 0.1 -0.1 0.384
H 2.9905 -4.8415 -0.5058 0.1 0.0 0.1 0.343
H 4.1308 -5.3619 0.7669 0.2 0.6 0.1 0.391
H 4.1711 -6.1446 -0.7262 0.3 0.4 -0.7 0.362
H 4.4602 -4.4901 -2.9099 0.0 -0.2 0.4 0.377
H 5.4194 -3.0331 -2.5300 0.1 -0.2 -0.3 0.394
H 3.2561 -2.4035 -3.5476 0.1 -0.4 -0.2 0.395
H 3.4385 -1.7043 -1.9706 0.4 0.1 0.1 0.390
H 1.5465 -2.5397 -1.8012 -0.8 0.0 0.1 0.316

Number 1: calculated total energy -137129.783 eV. Number 2: calculated total energy -43316.631 eV.